No. 1
The following is a DFT calculation (the ωB97M-V functional and the def2-TZVPD basis) of 5 unconnected molecules or ions with the total composition C36H38ClN6 at a distorted geometry.

**Orbital gap**: 5.76 eV
**E**: -2182.9530 a.u.
**E_LUMO**: -4.32 eV
**HOMO energy**: -10.1 eV

Geometry as ORCA input:
```
! wB97M-V def2-TZVPD RIJCOSX def2/J DEFGRID3
* xyz 1 1
C -0.4990 -4.0339 1.1759
C 0.5867 -3.5656 1.4273
C 1.9214 -2.8492 1.5741
C 1.5605 -1.3526 1.7618
C 1.6885 -0.7310 3.0288
C 1.3102 0.6541 3.1137
C 0.8451 1.2916 1.9838
N 0.6968 0.6815 0.7501
C 0.1414 1.4532 -0.4006
C -1.0890 2.3589 -0.0380
C -2.3242 1.8812 -0.9031
C -2.9002 0.5716 -0.2869
N -3.9924 0.7837 0.6610
C -4.4311 1.9169 1.3119
C -5.5391 1.5555 2.0821
C -5.7758 0.1162 1.9092
C -4.7635 -0.2828 1.0255
C 1.0674 -0.6056 0.6442
Cl 0.9713 -1.4603 -0.8877
H -1.5676 -4.1035 0.9806
H 2.4257 -3.2630 2.4678
H 2.5362 -2.9376 0.6577
H 2.0746 -1.2703 3.9075
H 1.4059 1.1629 4.0799
H 0.5618 2.3529 2.0561
H -0.1786 0.8178 -1.2487
H 0.9714 2.0750 -0.8067
H -0.8143 3.4019 -0.3020
H -1.4101 2.2962 1.0188
H -2.0103 1.6742 -1.9441
H -3.0569 2.7116 -0.8442
H -2.1140 -0.0394 0.2237
H -3.3061 -0.0575 -1.1098
H -3.9349 2.8831 1.1752
H -6.1142 2.2381 2.7197
H -6.5613 -0.4948 2.3576
H -4.6290 -1.3203 0.6896
N 2.8547 6.7298 1.4220
C 2.6401 5.4207 1.5546
C 2.6255 4.5280 0.4939
C 2.8407 5.0269 -0.7818
C 3.0646 6.3830 -0.9436
C 3.0631 7.1872 0.1866
H 2.4728 5.0801 2.5722
H 2.4392 3.4737 0.6573
H 2.8346 4.3649 -1.6400
H 3.2367 6.8089 -1.9228
H 3.2369 8.2549 0.1108
N -6.5460 -2.7186 -0.0069
C -6.5521 -2.6452 -1.3395
C -7.0586 -3.6363 -2.1651
C -7.5870 -4.7732 -1.5755
C -7.5902 -4.8731 -0.1940
C -7.0620 -3.8228 0.5400
H -6.1254 -1.7374 -1.7553
H -7.0395 -3.5207 -3.2405
H -7.9918 -5.5714 -2.1854
H -7.9935 -5.7449 0.3032
H -7.0460 -3.8541 1.6244
N 2.0654 -6.8815 -1.6205
C 2.0110 -7.0487 -2.9433
C 1.5989 -6.0644 -3.8290
C 1.2178 -4.8377 -3.3130
C 1.2642 -4.6418 -1.9411
C 1.6954 -5.6921 -1.1444
H 2.3160 -8.0263 -3.2997
H 1.5774 -6.2552 -4.8935
H 0.8884 -4.0428 -3.9720
H 0.9726 -3.6935 -1.5010
H 1.7521 -5.5876 -0.0668
N 5.5179 2.5927 0.4466
C 6.3689 2.0062 -0.3999
C 7.5964 2.5425 -0.7546
C 7.9638 3.7596 -0.2039
C 7.0971 4.3881 0.6753
C 5.8947 3.7651 0.9666
H 6.0375 1.0572 -0.8082
H 8.2467 2.0210 -1.4439
H 8.9144 4.2127 -0.4568
H 7.3479 5.3392 1.1252
H 5.1855 4.2157 1.6515
*
```

Charges in e, computed with Mulliken, in the same order as the atoms: 0.2893, -0.6875, -0.9129, 0.1956, -0.6699, -0.9567, -0.0840, 0.4147, -0.9937, -0.6028, -1.3031, -0.3464, 0.2744, -0.2371, -0.7249, -0.4960, -0.6268, 1.0139, -0.2431, 0.4154, 0.4754, 0.3793, 0.4250, 0.4597, 0.4865, 0.5506, 0.2302, 0.2660, 0.6436, 0.4786, 0.4981, 0.3100, 0.3207, 0.3399, 0.3787, 0.4304, 0.4957, -0.5547, -0.3457, -0.1128, -0.2870, -0.4397, -0.3303, 0.3796, 0.4820, 0.4177, 0.4043, 0.3777, -0.2446, -0.0437, -0.6878, -0.1429, -0.5852, -0.1697, 0.3766, 0.3656, 0.3685, 0.3665, 0.3895, -0.5153, -0.3209, -0.3145, -0.5223, 0.9555, -0.3863, 0.3625, 0.3849, 0.3810, -0.3149, 0.3989, -0.3832, -0.1993, -0.4269, -0.2118, -0.5974, -0.1030, 0.3565, 0.3641, 0.3862, 0.3758, 0.4599

=====

No. 2
The following is a DFT calculation (the ωB97M-V functional and the def2-TZVPD basis) of a molecular structure, C36H38N13S3W.

**Orbital gap (alpha / beta)**: 7.32 / 6.92 eV
**E**: -3367.9847 a.u.
**E_LUMO (alpha / beta)**: -2.30 / -3.04 eV
**HOMO energy (alpha / beta)**: -9.6 / -10.0 eV

Geometry as ORCA input:
```
! wB97M-V def2-TZVPD RIJCOSX def2/J DEFGRID3
* xyz 1 3
W 0.1915 -0.2365 -0.0249
C -1.4265 1.4368 -6.2735
C -1.4669 0.7650 -4.9290
C -2.5112 1.0147 -4.0364
C -2.5346 0.4455 -2.7761
C -1.5130 -0.4141 -2.3726
N -1.4393 -0.9907 -1.0870
C -2.3723 -1.9749 -0.7937
C -3.1254 -2.5721 -1.8231
C -4.0021 -3.6107 -1.5994
C -4.1628 -4.1600 -0.3292
C -5.0553 -5.3448 -0.0855
C -3.4251 -3.5916 0.6904
C -2.5774 -2.5038 0.4843
N -1.9634 -1.9538 1.6466
C -2.4515 -2.0489 2.8957
C -1.5271 -1.5126 3.7622
C -0.4947 -1.0771 2.9441
N -0.7574 -1.3451 1.6574
C -0.4941 -0.6841 -3.2757
C -0.4519 -0.0923 -4.5303
N 0.5107 -1.6151 -2.8969
C 1.0838 -2.5289 -3.7017
C 2.0029 -3.2272 -2.9575
C 1.9235 -2.6657 -1.6846
N 1.0170 -1.6890 -1.6418
H -2.4312 1.5923 -6.6647
H -0.8666 0.8453 -6.9969
H -0.9457 2.4150 -6.2041
H -3.3184 1.6720 -4.3385
H -3.3472 0.6460 -2.0898
H -3.0075 -2.2068 -2.8333
H -4.5549 -4.0199 -2.4365
H -5.8985 -5.3476 -0.7753
H -5.4520 -5.3443 0.9294
H -4.5110 -6.2807 -0.2285
H -3.5018 -4.0258 1.6796
H -3.4254 -2.4638 3.0833
H -1.6120 -1.4147 4.8297
H 0.3832 -0.5097 3.2004
H 0.3877 -0.2847 -5.1875
H 0.7746 -2.6216 -4.7284
H 2.6349 -4.0340 -3.2822
H 2.4882 -2.9400 -0.8131
S 1.2109 1.3483 1.6136
C 0.1653 2.7359 1.7616
C 0.6131 3.8771 2.4212
C -0.2115 4.9870 2.5538
C 0.2879 6.1591 3.2116
N 0.6909 7.0938 3.7442
C -1.5122 4.9548 2.0302
C -1.9585 3.8123 1.3767
C -1.1261 2.7091 1.2293
S -1.6901 1.2916 0.3709
C -2.3787 6.0919 2.1305
N -3.0668 7.0101 2.1875
H 1.6139 3.9076 2.8310
H -2.9629 3.7908 0.9733
C 5.2510 -1.3043 4.1855
C 4.3357 -2.5235 4.2196
C 2.9789 -2.1846 4.8295
C 4.1898 -3.1709 2.8402
N 3.5090 -2.2967 1.8822
C 2.2122 -2.1219 1.6649
N 2.0870 -1.1401 0.7946
N 3.3347 -0.7228 0.4854
N 4.1877 -1.4081 1.1346
H 5.4033 -0.9231 5.1950
H 4.8163 -0.4972 3.5920
H 6.2270 -1.5439 3.7622
H 4.8067 -3.2967 4.8338
H 2.5075 -1.3500 4.3016
H 3.0998 -1.8724 5.8662
H 2.2959 -3.0379 4.8171
H 3.6047 -4.0887 2.8968
H 5.1581 -3.3996 2.3993
H 1.4191 -2.6906 2.1161
C -0.7701 4.4169 -1.9470
N -0.1324 3.1206 -1.7459
C 1.1417 2.7812 -1.7093
S 1.5926 1.1040 -1.6783
N 2.1593 3.6395 -1.7656
C 2.1617 5.0953 -1.6468
H -1.7842 4.2220 -2.2888
H -0.2615 4.9920 -2.7141
H -0.8268 4.9919 -1.0229
H -0.7659 2.3472 -1.5830
H 3.0587 3.1862 -1.7555
H 1.4064 5.4276 -0.9423
H 2.0171 5.5887 -2.6070
H 3.1299 5.3901 -1.2510
*
```

Charges in e, computed with Mulliken, in the same order as the atoms: 1.2003, -1.5799, 0.6537, -0.8738, -0.6874, -0.5655, 0.9728, 1.4983, -0.8376, -1.2591, 0.1299, -1.6238, -0.7067, 0.1214, -0.4514, -0.1206, -1.6883, -0.2311, 1.0161, 0.1967, -0.5828, 0.3188, -0.2195, -1.3943, -0.4053, 0.2550, 0.4107, 0.3842, 0.2655, 0.4614, 0.5310, 0.4631, 0.4169, 0.3938, 0.3796, 0.3021, 0.5711, 0.5542, 0.4908, 0.5568, 0.5771, 0.5266, 0.4330, 0.3854, -0.2904, 0.8463, -1.3452, 0.6345, -0.2890, -0.4911, 0.4054, -0.9128, 0.4946, -0.4519, -0.2761, -0.4971, 0.5790, 0.5484, -1.4309, 0.7884, -1.2776, -1.2602, 0.7424, -0.6136, 0.6404, -0.2379, -0.8954, 0.4241, 0.2433, 0.3850, 0.3319, 0.1707, 0.4583, 0.3463, 0.4080, 0.3993, 0.6849, -1.3168, 0.5349, 1.1211, -0.4886, -0.1780, -0.9535, 0.2856, 0.5072, 0.3813, -0.6381, 0.2994, 0.2663, 0.3200, 0.3581

=====

Energy above the lowest of the compared OMol25 structures with the same formula, charge and spin per entry: 0.0, 45.9 kJ/mol
M per entry: 590.19, 932.83 g/mol